No. 1
DFT (the ωB97M-V functional and the def2-TZVPD basis) results for a molecular structure, C17H19F6NO7P2S4Sr.

Geometry as ORCA input:
```
! RIJCOSX wB97M-V def2-TZVPD def2/J DEFGRID3
* xyz 0 1
Sr 1.4203 0.2652 0.7920
F 5.6484 1.5815 0.2655
C 4.9657 0.4612 0.1662
F 3.7499 0.7368 -0.4016
F 5.5815 -0.3816 -0.6439
S 4.6942 -0.3555 1.8228
O 3.5373 -1.2079 1.5781
O 5.9669 -0.9545 2.0389
N 4.4484 0.7938 2.8612
S 3.1098 1.6206 3.0065
O 2.7919 2.3893 1.8157
O 1.9922 0.8642 3.5199
C 3.6404 2.8358 4.2843
F 4.6352 3.5708 3.8236
F 2.6001 3.6120 4.5499
F 4.0159 2.2058 5.3829
S -1.2477 0.5398 1.8599
P -1.8817 0.8843 -0.0144
S -0.4444 0.9197 -1.4317
C -2.7978 2.4469 -0.0508
C -4.0843 2.4897 0.4837
C -4.7773 3.6882 0.5214
C -4.1897 4.8465 0.0286
C -2.9096 4.8059 -0.5027
C -2.2131 3.6059 -0.5446
C -3.1123 -0.3610 -0.5112
C -3.6101 -0.3243 -1.8130
C -4.5318 -1.2706 -2.2299
C -4.9586 -2.2603 -1.3511
C -4.4664 -2.2970 -0.0558
C -3.5457 -1.3458 0.3674
H -4.5426 1.5883 0.8716
H -5.7770 3.7202 0.9351
H -4.7328 5.7825 0.0573
H -2.4550 5.7087 -0.8892
H -1.2199 3.5543 -0.9712
H -3.2630 0.4387 -2.4997
H -4.9171 -1.2396 -3.2410
H -5.6775 -3.0001 -1.6797
H -4.8001 -3.0639 0.6315
H -3.1553 -1.3663 1.3774
C -0.9780 -2.8466 -2.0513
O 0.4419 -2.7080 -2.1668
P 1.3706 -2.5012 -0.8816
O 2.5411 -1.5774 -1.5008
C 3.0338 -1.7378 -2.8416
O 2.0210 -3.9768 -0.8186
C 2.9697 -4.2505 0.2190
H -1.3373 -2.4438 -1.1033
H -1.2456 -3.8990 -2.1356
H -1.4272 -2.2788 -2.8617
H 3.9892 -1.2221 -2.8916
H 2.3298 -1.2980 -3.5452
H 3.1711 -2.7934 -3.0736
H 3.0799 -5.3298 0.2705
H 2.6209 -3.8733 1.1825
H 3.9317 -3.7915 -0.0103
*
```

Calculated values
DFT total energy (a.u.): -4146.2269
HOMO energy (eV): -8.85
Kohn-Sham gap (Eh): 0.33987

No. 2
DFT (the ωB97M-V functional and the def2-TZVPD basis) results for 2 unconnected molecules or ions with the total composition C17H19N at a distorted geometry.

Geometry as ORCA input:
```
! RIJCOSX wB97M-V def2-TZVPD def2/J DEFGRID3
* xyz 0 1
C 1.3607 -0.3337 -3.1621
C -0.7530 -1.0806 -1.7947
C 0.0320 -1.0521 -3.0489
C -1.9747 -1.8342 -2.0578
C -0.7550 -1.8620 -3.8608
C -0.5579 -0.5479 -0.4706
C -1.6041 -0.6245 0.4395
C -2.9002 -1.1355 0.0892
C -3.0013 -1.7320 -1.1290
N -1.9767 -2.3937 -3.3175
H 0.3060 0.0010 -0.1243
H -1.5081 -0.3267 1.4667
H -3.7561 -1.1981 0.6707
H 1.5916 -0.0901 -4.1564
H 1.9519 -1.0049 -2.5467
H -0.3996 -2.1038 -4.8374
H -2.7952 -2.6887 -3.7443
H -3.9936 -2.1911 -1.2451
H 1.2472 0.6247 -2.6720
C -0.1760 1.2520 3.3661
C 0.0464 0.6761 4.8914
C 1.0264 1.4263 2.4636
C 1.4603 2.7243 2.1387
C 1.5902 0.3921 1.7844
C 2.5172 3.0361 1.2191
C 2.5574 0.7537 0.8041
C 3.0351 1.9974 0.5229
H -0.7845 0.5009 2.8997
H -0.9963 2.1325 3.3075
H 1.0416 0.3182 5.1068
H 0.9963 3.6421 2.5050
H 1.0856 -0.5791 2.0446
H 2.6882 4.0912 0.7643
H 2.8369 0.0164 0.1625
H 3.8343 2.1952 -0.2099
H -0.6721 -0.2945 4.9787
H -0.2594 1.3757 5.6809
*
```

Calculated values
DFT total energy (a.u.): -713.8410
HOMO energy (eV): -7.91
Kohn-Sham gap (Eh): 0.32437
SMILES: Cc1c[nH]c2ccccc12.CCc1ccccc1
ΔE to the lowest compared entry with this formula, charge and spin (kJ/mol): 318.4

No. 3
DFT (the ωB97M-V functional and the def2-TZVPD basis) results for 2 unconnected molecules or ions with the total composition C17H19N at a distorted geometry.

Geometry as ORCA input:
```
! RIJCOSX wB97M-V def2-TZVPD def2/J DEFGRID3
* xyz 0 1
C 2.4694 -1.5677 1.1624
C 2.2892 -2.6049 0.0539
C 2.0930 -0.1645 0.7026
C 2.8663 0.5230 -0.2288
C 1.0546 0.5217 1.3209
C 2.6261 1.8443 -0.5445
C 0.8188 1.8527 1.0024
C 1.5738 2.5308 0.0658
H 1.8601 -1.8036 2.0225
H 3.4922 -1.4983 1.4814
H 2.8284 -3.4843 0.2962
H 3.6760 -0.0274 -0.6899
H 0.4792 0.1176 2.1453
H 3.2001 2.3150 -1.3091
H 0.0767 2.4112 1.5630
H 1.5509 3.6004 -0.1075
H 2.7422 -2.2801 -0.8511
H 1.2460 -2.8915 -0.0515
C -3.0416 -0.4922 2.0016
C -3.2997 1.4801 0.3824
C -2.7307 0.3115 0.7728
C -1.9259 0.8628 -1.2927
C -1.8555 -0.1274 -0.2886
C -1.3184 0.6533 -2.5378
C -0.9874 -1.2312 -0.3602
C -0.5197 -0.4685 -2.6170
C -0.4333 -1.4478 -1.6062
N -2.8134 1.8185 -0.8695
H -4.0575 2.0768 0.8626
H -2.8199 2.7185 -1.3150
H -4.1096 -0.5372 2.2058
H -2.4836 -0.1328 2.8745
H -1.2112 1.3739 -3.3420
H -1.0216 -1.8623 0.5166
H 0.1039 -0.6374 -3.4777
H 0.2575 -2.2431 -1.8412
H -2.6756 -1.5097 1.8975
*
```

Calculated values
DFT total energy (a.u.): -713.9362
HOMO energy (eV): -7.73
Kohn-Sham gap (Eh): 0.31706
SMILES: Cc1c[nH]c2ccccc12.CCc1ccccc1
ΔE to the lowest compared entry with this formula, charge and spin (kJ/mol): 68.4

No. 4
DFT (the ωB97M-V functional and the def2-TZVPD basis) results for C17H19N3O2S in the gas phase at a distorted geometry.

Geometry as ORCA input:
```
! RIJCOSX wB97M-V def2-TZVPD def2/J DEFGRID3
* xyz 0 1
O 0.9875 1.4796 -0.0971
N 4.3352 1.0205 0.9506
O 0.1142 0.4998 1.7784
S 4.9462 0.5775 -1.5620
C 1.0570 0.6697 0.8679
C 5.3628 1.1917 0.0942
C 3.3518 0.1391 -1.0391
C 3.3075 0.3094 0.3452
C 1.1228 -2.1094 -3.9040
C 0.9601 -2.3608 -2.5754
C 1.9012 -1.0955 -4.4176
C 1.7432 -1.7478 -1.6988
C 2.4374 -0.2260 -3.5698
C 2.4448 -0.5838 -2.1042
N 2.2518 0.1102 1.2348
N -3.8921 0.3965 1.4386
C -3.2941 -0.7217 0.5907
C -3.4025 0.0884 2.8078
C -3.4404 1.7831 1.1453
C -1.8260 -0.6960 0.6086
C -1.8600 0.2867 2.8966
C -1.9070 1.8290 0.8913
C -1.3087 0.4860 1.4976
H 6.2609 1.8262 0.2788
H 0.6614 -2.8227 -4.5676
H 0.2234 -3.0303 -2.1916
H 2.0217 -1.0770 -5.5005
H 1.8321 -2.1227 -0.6573
H 3.0118 0.6116 -3.9448
H 2.5103 0.3715 2.1581
H -3.5887 -1.6853 0.9775
H -3.6723 -0.6277 -0.3956
H -3.9217 0.8154 3.4528
H -3.6151 -0.9500 3.1936
H -4.1051 1.9486 0.2788
H -3.7009 2.3721 2.0220
H -1.5845 -1.6143 1.0974
H -1.4218 -0.6508 -0.4135
H -1.4552 -0.5864 3.2272
H -1.6577 1.2032 3.5465
H -1.7346 1.9655 -0.1953
H -1.4566 2.7270 1.4535
*
```

Calculated values
DFT total energy (a.u.): -1372.0532
HOMO energy (eV): -8.23
Kohn-Sham gap (Eh): 0.31786
SMILES: O=C(Nc1ncsc1-c1ccccc1)OC12CCN(CC1)CC2
ΔE to the lowest compared entry with this formula, charge and spin (kJ/mol): 413.9